A structure of composition C50H51N8O3TeTi at a distorted geometry, computed with the ωB97M-V functional and the def2-TZVPD basis.

Last column: Mulliken charge in e.
Element x y z (Å)
Te -1.40 0.83 1.98  0.34
Ti 0.96 -0.99 -1.28  0.36
O 3.43 -2.55 1.56  -0.66
O 1.72 0.95 1.28  -0.42
O 4.57 -0.26 0.43  -0.60
N -1.37 -1.04 -1.77  1.22
N 2.58 -1.28 -0.19  1.85
N 3.00 -0.53 -2.70  1.02
N 0.44 -0.32 -3.43  1.31
N 0.24 -3.13 -2.74  0.20
N 0.82 0.68 -0.81  1.06
N 2.94 -3.68 -1.69  0.20
N 0.12 -2.07 0.45  1.72
C 5.25 0.16 -2.24  -0.98
C -1.55 0.28 5.00  1.24
C 4.48 0.07 -4.48  -1.14
C -1.98 -2.08 -2.36  1.17
C -0.33 3.62 2.67  1.15
C 4.53 -5.18 -3.39  -0.49
C 0.43 -2.66 -4.12  -0.97
C 1.09 -2.46 1.28  0.17
C 0.26 0.98 -3.69  -0.33
C -3.29 -2.03 -2.79  -0.91
C 5.50 0.34 -3.59  -0.67
C -1.19 -3.35 -2.47  -1.83
C -0.17 4.99 2.54  -1.18
C -4.38 1.93 3.02  -1.26
C 0.87 -3.15 2.46  -0.61
C 5.10 -4.46 -2.36  -1.10
C 4.00 -0.27 -1.85  0.54
C -3.86 1.07 7.92  -1.63
C -3.32 0.96 6.52  0.55
C -3.53 1.38 4.13  0.64
C -0.69 0.52 -5.82  -0.91
C -2.09 0.37 6.28  -0.75
C -0.89 5.73 1.62  0.78
C -1.97 3.68 0.89  1.00
C -1.79 5.06 0.81  -1.02
C 3.25 -0.35 -3.99  -0.25
C 2.40 -4.41 -2.65  0.10
C 0.09 -1.21 -4.37  0.47
C -0.70 7.22 1.51  -1.62
C 2.05 2.76 -0.20  -1.75
C 1.53 1.39 0.17  0.07
C -1.24 2.95 1.83  0.10
C -1.14 -2.35 0.82  -0.99
C -0.44 -3.45 2.82  -1.00
C -3.38 0.23 -2.03  -0.96
C -4.01 -0.86 -2.62  -1.10
C -2.07 0.09 -1.62  -0.44
C -0.21 -0.40 4.87  -1.73
C -0.49 -0.83 -5.57  -0.94
C -1.46 -3.03 1.98  -0.46
C -4.04 1.45 5.43  -0.81
C -0.29 1.44 -4.87  -1.02
C -2.27 0.81 3.92  0.00
C -2.95 3.07 -0.08  -1.76
C 0.49 2.90 3.71  -1.22
C 3.76 -0.58 -0.39  -0.48
C 3.14 -5.17 -3.54  -0.85
C 2.51 -2.09 0.93  -0.74
C 0.89 -4.45 -2.63  -0.75
C 4.26 -3.71 -1.54  -0.10
H 0.53 -5.10 -3.44  0.45
H -4.43 1.23 2.18  0.10
H 0.42 -0.16 5.73  0.49
H -2.49 2.98 -1.07  0.47
H 5.99 0.34 -1.47  0.59
H 6.16 -4.47 -2.18  0.47
H -0.65 -3.98 3.73  0.43
H 0.58 1.65 -2.91  0.20
H 0.54 5.50 3.19  0.41
H 1.26 3.49 0.02  0.22
H -3.95 2.87 2.64  0.17
H -2.38 5.63 0.09  0.38
H -0.14 -3.28 -4.82  0.51
H 2.45 -0.55 -4.69  0.35
H -3.90 1.17 -1.89  0.54
H -3.85 0.10 8.42  0.37
H -3.25 1.75 8.51  0.32
H -5.39 2.14 3.36  0.44
H 6.47 0.67 -3.93  0.48
H -3.83 3.71 -0.19  0.54
H 2.66 -5.74 -4.32  0.44
H -5.04 -0.79 -2.94  0.45
H -1.63 -3.98 -3.26  0.50
H 4.67 -3.15 -0.70  0.51
H 1.49 -2.79 -4.36  0.38
H -1.52 -0.03 7.11  0.48
H 0.32 -0.12 3.96  0.04
H -1.32 7.65 0.72  0.37
H -1.52 0.91 -1.17  0.30
H -2.49 -3.23 2.21  0.54
H -3.74 -2.90 -3.25  0.56
H 2.91 2.99 0.41  0.40
H 1.17 3.59 4.20  0.47
H -1.15 0.84 -6.75  0.45
H -1.27 -3.90 -1.53  0.51
H 5.14 -5.76 -4.07  0.44
H 0.35 7.46 1.29  0.35
H 1.08 2.10 3.26  0.06
H 0.60 -4.90 -1.68  0.43
H -0.77 -1.58 -6.29  0.52
H -0.40 2.50 -5.04  0.54
H -4.88 1.45 7.92  0.35
H -0.95 7.71 2.45  0.35
H 1.72 -3.42 3.06  0.61
H 2.30 2.83 -1.26  0.31
H -0.34 -1.49 4.86  0.33
H -1.93 -2.02 0.17  0.42
H -3.27 2.08 0.25  0.12
H -5.01 1.90 5.59  0.32
H -0.16 2.46 4.47  0.18
H 4.62 0.18 -5.55  0.54

Calculated values
Multiplicity: 1
HOMO-LUMO gap in eV: 6.378
Total charge: +1
Energy in hartree: -3717.15925
HOMO in Ha: -0.336
Maximum force in eV/Å: 2.28